54
Properties=species:S:1:pos:R:3:nbo_charge:R:1 method="wB97M-V/def2-TZVPD" energy_ha=-1131.166337 max_force_ev_per_a=2.402 orbital_gap_ev=4.6 charge=-1
O 0.4942 0.3109 -7.4002 -0.550
C 0.3260 1.6292 -8.0406 -0.059
C 0.1414 1.0279 -9.4374 -0.461
H 1.2263 2.2263 -7.8914 0.183
H -0.5491 2.1537 -7.6486 0.184
C 0.3324 -0.3204 -8.7154 0.271
H 0.9350 1.2511 -10.1464 0.208
H -0.8547 1.1328 -9.8567 0.209
C 1.5656 -1.0484 -9.1711 -0.624
H 2.4330 -0.3881 -9.1388 0.212
H 1.4042 -1.3892 -10.1997 0.207
H 1.7715 -1.9266 -8.5528 0.219
C -0.8883 -1.1938 -8.8689 -0.627
H -1.8075 -0.6682 -8.6035 0.216
H -0.8285 -2.1182 -8.2855 0.218
H -0.9505 -1.4813 -9.9275 0.208
Mg 0.7035 0.2995 -0.6388 1.755
C -2.0519 -0.4630 1.1678 -0.350
C -1.7656 0.9232 1.3115 -0.357
C -2.0050 1.5525 0.0485 -0.395
H -1.4380 1.4149 2.2232 0.192
C -2.4102 0.5385 -0.8746 -0.398
C -2.4534 -0.7027 -0.1743 -0.388
H -2.7828 -1.6559 -0.5867 0.183
H -2.0018 -1.2015 1.9663 0.186
H -1.9231 2.6137 -0.1653 0.186
H -2.7015 0.7010 -1.9114 0.175
C 1.2134 -1.5980 1.4984 -0.329
C 0.4145 -2.3333 0.5824 -0.290
C 0.9447 -2.1596 -0.7246 -0.435
H -0.4229 -2.9700 0.8493 0.209
C 2.1367 -1.3565 -0.6135 -0.573
C 2.2738 -0.9888 0.7737 -0.355
H 3.0790 -0.3904 1.2012 0.212
H 1.0720 -1.5690 2.5775 0.205
H 0.5869 -2.6513 -1.6316 0.205
H 2.8633 -1.1601 -1.4116 0.214
O 0.1384 0.6963 -2.5734 -0.641
C -0.1416 -0.2460 -3.6556 -0.067
C -0.3788 0.6319 -4.8458 -0.452
H -1.0256 -0.8518 -3.4009 0.218
H 0.7371 -0.8947 -3.7845 0.175
C 0.4802 1.8966 -4.6146 -0.437
H -1.4422 0.9319 -4.9041 0.195
H -0.0858 0.1075 -5.7475 0.270
C 0.4679 2.0409 -3.1044 -0.071
H 0.0735 2.7657 -5.1382 0.210
H 1.5170 1.7142 -4.9577 0.199
H -0.3105 2.7251 -2.7551 0.202
H 1.4499 2.3430 -2.6953 0.201
C 1.2307 1.9670 0.5208 -1.428
H 1.1162 1.7728 1.6003 0.208
H 0.5729 2.8057 0.2355 0.185
H 2.2866 2.2240 0.3087 0.166